Record 1
Entry from OMol25: C34H57FeN3O2SSi as an isolated structure (ωB97M-V/def2-TZVPD).

Results
**LUMO level (spin up / spin down)**: -0.06535 / -0.10217 Eh
**⟨S²⟩**: 8.774
**Frontier orbital gap (spin up / spin down)**: 0.283 / 0.280 hartree
**HOMO energy (spin up / spin down)**: -9.5 / -10.4 eV
**Max |F|**: 4.86 eV/Å

```
! wB97M-V def2-TZVPD RIJCOSX def2/J DEFGRID3
* xyz 1 6
O 1.5657 -2.8551 -2.1275
O 0.8996 -1.5959 -3.9316
C 2.6394 -2.4509 -1.1679
C 3.2230 -3.7215 -0.5857
H 2.2096 -1.8125 -0.3858
H 3.3570 -1.8565 -1.7513
H 2.7054 -3.9902 0.3484
H 4.2848 -3.5748 -0.3624
H 3.1220 -4.5489 -1.2976
C 0.3402 -3.3619 -1.4658
C -0.2370 -4.4350 -2.3439
H -0.3188 -2.4908 -1.3603
H 0.6295 -3.7246 -0.4717
H -0.6907 -4.0238 -3.2565
H -1.0089 -4.9475 -1.7539
H 0.5505 -5.1450 -2.6255
C -0.2985 -0.7961 -4.1603
C 2.0870 -1.2367 -4.6956
C -1.3459 -0.9582 -3.0949
H -0.6993 -1.1089 -5.1379
H -0.0014 0.2596 -4.2404
H -1.5651 -1.9991 -2.8284
H -2.2539 -0.5072 -3.5108
H -1.0988 -0.3942 -2.1852
C 2.6187 -2.4215 -5.4649
H 2.8116 -0.8813 -3.9528
H 1.8527 -0.4016 -5.3590
H 2.9076 -3.2265 -4.7812
H 3.5118 -2.1251 -6.0240
H 1.8750 -2.7982 -6.1790
H 1.2350 -2.2003 -2.9644
N -0.7643 -0.1314 2.9581
C -1.7441 0.1082 3.8576
C -2.6313 1.1840 3.7639
C -2.7927 2.0484 2.6786
C -1.9162 -0.8566 4.9988
H -0.9636 -1.0904 5.4949
H -2.3785 -1.8012 4.6721
H -2.5827 -0.4028 5.7412
C -4.0076 2.9266 2.5713
H -4.6595 2.6335 1.7341
H -3.7431 3.9860 2.4325
H -4.5959 2.8407 3.4911
N -1.8662 2.1366 1.7096
C -0.2118 -1.4593 2.8631
C 0.9853 -1.7999 3.5234
C 1.6752 -0.8834 4.4834
C 1.5251 -3.0813 3.3727
H 2.4661 -3.3214 3.8560
C 0.8308 -4.0599 2.6473
H 1.2473 -5.0624 2.5401
C -0.4183 -3.7553 2.1137
H -1.0169 -4.5331 1.6243
C -0.9511 -2.4707 2.2045
C -2.3286 -2.2110 1.6778
C -2.1754 2.8690 0.5219
C -1.6114 4.1505 0.3658
C -0.9395 4.8089 1.5284
C -1.6206 4.7455 -0.8961
H -1.1383 5.7166 -1.0287
C -2.2238 4.0985 -1.9795
H -2.2071 4.5651 -2.9660
C -2.8348 2.8559 -1.8040
H -3.3157 2.3514 -2.6485
C -2.8472 2.2371 -0.5518
C -3.4547 0.8784 -0.3907
Fe -0.0761 1.4173 1.9515
H 2.7356 -0.7721 4.2163
H 1.6400 -1.3005 5.5026
H 1.2290 0.1152 4.5066
H -2.4178 -1.2301 1.1933
H -3.0799 -2.2583 2.4826
H -2.5951 -2.9831 0.9434
H -0.5133 5.7702 1.2221
H -0.1199 4.1945 1.9414
H -1.6514 4.9971 2.3457
H -4.0819 0.8036 0.5080
H -2.6831 0.0949 -0.3345
H -4.0811 0.6374 -1.2602
H -3.3591 1.2833 4.5677
C 0.4933 1.5702 0.2352
Si 1.8402 2.4030 -0.7975
H -0.4157 1.6554 -0.3922
H 0.7409 0.4823 0.2431
C 3.4198 1.4149 -0.9496
C 2.2290 4.0986 -0.1422
C 1.1406 2.5836 -2.5362
H 1.3069 3.6123 -2.8832
H 0.0616 2.3921 -2.5808
H 1.6369 1.8989 -3.2384
H 3.9378 1.3005 0.0109
H 4.0911 1.9622 -1.6278
H 3.2521 0.4173 -1.3779
H 2.8820 4.0483 0.7348
H 1.3287 4.6578 0.1339
H 2.7453 4.6709 -0.9223
S 4.3399 1.6773 2.8531
C 2.7644 1.7443 2.7608
N 1.5625 1.7504 2.6463
*
```

These are the Mulliken partial charges, in e, on atoms 1 to 5: -0.3411 -0.0640 0.2830 -1.1961 -0.0582

---

Record 2
Entry from OMol25: C34H57IrN4OP2 as an isolated structure (ωB97M-V/def2-TZVPD).

Results
**LUMO level (spin up / spin down)**: -0.32046 / -0.45702 Eh
**⟨S²⟩**: 8.820
**Frontier orbital gap (spin up / spin down)**: 0.165 / 0.183 hartree
**HOMO energy (spin up / spin down)**: -13.2 / -17.4 eV
**Max |F|**: 9.70 eV/Å

```
! wB97M-V def2-TZVPD RIJCOSX def2/J DEFGRID3
* xyz 3 6
C -2.3607 -0.7200 -1.1242
C -0.8705 -2.2062 -0.0433
C -3.2614 -1.7792 -1.3345
C -1.7120 -3.3067 -0.3031
C -2.9285 -3.0660 -0.9225
H -4.2079 -1.5597 -1.8015
H -1.3514 -4.3091 -0.0250
H -3.5839 -3.9041 -1.1104
N -1.2721 -0.9549 -0.3940
P -0.9747 1.5536 -1.8458
P 0.8191 -0.8557 1.7963
C -2.5636 0.6670 -1.6862
H -3.0900 0.6043 -2.6484
H -3.2192 1.2255 -1.0202
C 1.2656 2.0910 0.1397
O 1.9665 3.0632 0.2125
C 0.2993 -2.2882 0.8026
H 0.7823 -3.3132 0.9620
C 2.6994 -0.9663 2.2318
C -0.1773 -1.3583 3.2691
C -0.3263 1.0181 -3.5356
C -1.4421 3.3841 -1.9178
C 3.5059 0.0351 1.3964
H 3.2552 1.0695 1.6541
H 4.5683 -0.1291 1.6192
H 3.3547 -0.1088 0.3251
C 2.9418 -0.6143 3.7008
H 2.5691 0.3870 3.9553
H 2.5273 -1.3434 4.4041
H 4.0279 -0.6062 3.8635
C 3.1990 -2.3727 1.9400
H 4.2581 -2.4170 2.2329
H 2.6693 -3.1535 2.4996
H 3.1453 -2.5863 0.8709
C -0.0680 -0.3197 4.3843
H 0.1647 0.6699 3.9978
H -1.0155 -0.2168 4.9206
H 0.6812 -0.5651 5.1392
C -1.6534 -1.4617 2.8781
H -1.9847 -0.5503 2.3895
H -1.8655 -2.3007 2.2214
H -2.2754 -1.5936 3.7691
C 0.2550 -2.7384 3.7816
H 0.4382 -3.4708 2.9994
H 1.1512 -2.7129 4.4163
H -0.5412 -3.1670 4.4070
C -0.2467 4.2176 -2.4105
H -0.5362 5.2799 -2.3779
H 0.6273 4.0912 -1.7570
H 0.0468 3.9926 -3.4425
C -1.7939 3.8747 -0.5089
H -2.6373 3.3193 -0.0788
H -0.9416 3.7905 0.1733
H -2.0806 4.9372 -0.5663
C -2.6760 3.6347 -2.8028
H -3.5066 2.9577 -2.5672
H -3.0239 4.6616 -2.6124
H -2.4609 3.5649 -3.8740
C -0.5515 -0.4867 -3.7116
H -1.6104 -0.7405 -3.7994
H -0.0514 -0.8132 -4.6358
H -0.1215 -1.0526 -2.8809
C 1.1948 1.2983 -3.5910
H 1.7329 0.6650 -2.8788
H 1.5618 1.0657 -4.6019
H 1.4372 2.3450 -3.3727
C -1.0093 1.7264 -4.7099
H -2.0971 1.5789 -4.7054
H -0.7815 2.7986 -4.7679
H -0.6304 1.2760 -5.6431
Ir 0.1804 0.6463 -0.0180
N 1.5048 -0.5612 -1.1400
C 1.7671 -1.7199 -1.1112
C 2.3602 -2.9521 -1.7260
C 2.1646 -4.3027 -0.9755
C 1.6389 -3.0434 -3.0809
C 3.8495 -2.5618 -1.8329
H 2.6452 -4.3128 0.0327
H 1.0783 -4.5668 -0.9075
H 2.6767 -5.0501 -1.6231
H 1.7730 -2.0710 -3.6014
H 2.1470 -3.8537 -3.6362
H 0.5607 -3.2967 -2.9160
H 4.4647 -3.4752 -1.6643
H 3.9803 -2.2009 -2.8714
H 4.1197 -1.7543 -1.1033
N -3.2071 1.3480 1.4778
C -2.3280 2.0788 2.2242
C -2.8731 2.9570 3.1910
C -1.9866 3.7367 3.9576
C -0.6177 3.5841 3.7118
C -0.1844 2.6929 2.7429
N -1.0117 1.9653 1.9614
H -4.1822 1.3475 1.7296
H -2.8684 0.5290 0.9622
H -3.9450 2.9856 3.3019
H -2.3638 4.4165 4.7057
H 0.1277 4.1565 4.2707
H 0.8864 2.5436 2.5935
*
```

These are the Mulliken partial charges, in e, on atoms 1 to 5: -0.3122 0.3048 -0.9988 -0.7144 -1.4123

---

Record 3
Entry from OMol25: C34H57N3O2PmSi as an isolated structure (ωB97M-V/def2-TZVPD).

Results
**LUMO level (spin up / spin down)**: -0.07216 / -0.07217 Eh
**⟨S²⟩**: 6.005
**Frontier orbital gap (spin up / spin down)**: 0.310 / 0.309 hartree
**HOMO energy (spin up / spin down)**: -10.4 / -10.4 eV
**Max |F|**: 2.87 eV/Å

```
! wB97M-V def2-TZVPD RIJCOSX def2/J DEFGRID3
* xyz 1 5
O -1.7691 -1.9144 -1.9265
O -0.2218 -3.4834 -1.0576
C -3.2341 -1.8016 -1.8710
C -3.8305 -0.5836 -2.5376
H -3.5371 -1.8105 -0.8107
H -3.6170 -2.7183 -2.3331
H -3.4996 0.3649 -2.0903
H -4.9212 -0.5907 -2.4173
H -3.6497 -0.5624 -3.6190
C -1.0290 -1.0431 -2.8900
C -0.8719 -1.8070 -4.1586
H -0.0754 -0.8340 -2.3897
H -1.5809 -0.1032 -2.9770
H -0.3438 -2.7524 -3.9895
H -0.2963 -1.1801 -4.8359
H -1.8497 -2.0239 -4.5970
C 1.3796 -3.5084 -0.7956
C -0.8766 -4.8206 -1.0309
C 2.0984 -2.5533 -1.7097
H 1.6782 -4.5528 -0.9692
H 1.4760 -3.2550 0.2767
H 1.8851 -2.7415 -2.7774
H 3.1850 -2.7041 -1.5969
H 1.8795 -1.5147 -1.4092
C -0.5868 -5.4368 -2.3632
H -1.9424 -4.6233 -0.8518
H -0.4751 -5.3524 -0.1685
H -0.7907 -4.7208 -3.1583
H -1.2232 -6.2885 -2.5422
H 0.4432 -5.7941 -2.4401
H -0.8948 -2.8839 -1.6677
N -0.0797 3.1726 0.0183
C 0.5022 4.3130 0.4393
C 1.6207 4.3651 1.2928
C 2.3743 3.2862 1.7808
C -0.0404 5.6204 -0.1097
H -1.1409 5.6133 -0.1662
H 0.3511 5.8244 -1.1232
H 0.2559 6.4509 0.5453
C 3.7096 3.5285 2.4222
H 4.5071 2.9920 1.8935
H 3.7110 3.2270 3.4773
H 3.9438 4.5942 2.3787
N 1.8973 2.0404 1.7294
C -0.8025 3.0743 -1.2086
C -2.2092 2.9884 -1.1922
C -2.9681 2.9222 0.1022
C -2.8782 2.9818 -2.4150
H -3.9690 2.9644 -2.4144
C -2.1787 3.0241 -3.6221
H -2.7217 3.0362 -4.5678
C -0.7850 3.0608 -3.6168
H -0.2308 3.1030 -4.5543
C -0.0802 3.0783 -2.4176
C 1.4174 3.1484 -2.3967
C 2.5594 0.8425 2.1377
C 2.2870 0.3001 3.4171
C 1.5762 1.1356 4.4467
C 2.6766 -1.0095 3.6843
H 2.4326 -1.4381 4.6562
C 3.3562 -1.7645 2.7306
H 3.6364 -2.7945 2.9456
C 3.6945 -1.1962 1.5027
H 4.2524 -1.7747 0.7636
C 3.3144 0.1065 1.1934
C 3.6192 0.7005 -0.1506
Pm -0.2755 1.4131 1.5094
H -3.2008 1.8875 0.4143
H -3.9406 3.4150 -0.0150
H -2.4681 3.4301 0.9381
H 1.8748 2.3568 -1.7858
H 1.7796 4.1091 -2.0065
H 1.8120 3.0433 -3.4150
H 1.5943 0.6074 5.4117
H 0.5013 1.3377 4.2362
H 2.0685 2.1152 4.5795
H 3.7382 1.7945 -0.1120
H 2.8179 0.4878 -0.8802
H 4.5432 0.2599 -0.5615
H 1.9983 5.3587 1.5248
C -0.5965 -0.7325 0.9640
Si -1.1625 -2.0182 2.1726
H 0.3134 -1.1055 0.4394
H -1.4157 -0.5769 0.1749
C -2.7414 -2.9007 1.7736
C -1.3356 -1.0644 3.7706
C 0.1100 -3.3575 2.4677
H -0.1685 -3.8353 3.4171
H 1.1316 -2.9777 2.5918
H 0.0933 -4.1351 1.6915
H -3.5976 -2.2429 1.9746
H -2.8101 -3.7602 2.4528
H -2.7830 -3.2766 0.7433
H -1.9794 -0.1836 3.6671
H -0.3537 -0.7774 4.1692
H -1.8051 -1.7050 4.5176
N -2.5267 2.8807 3.9228
C -1.7346 2.2292 3.3536
*
```

These are the Mulliken partial charges, in e, on atoms 1 to 5: -0.1918 0.4338 0.0006 -1.5521 0.1789

---

Record 4
Entry from OMol25: a 3-piece molecular cluster, C34H57N4O overall (ωB97M-V/def2-TZVPD).

Results
**LUMO level**: -0.11251 Eh
**Frontier orbital gap**: 0.305 hartree
**HOMO energy**: -11.4 eV
**Max |F|**: 8.27 eV/Å

```
! wB97M-V def2-TZVPD RIJCOSX def2/J DEFGRID3
* xyz 1 1
C -3.3361 3.8557 -0.0011
C -3.8479 3.1531 -1.3941
C -2.5740 2.4894 -2.1965
C -2.5644 0.8728 -1.9012
C -1.0717 0.2831 -1.5314
C -0.2400 -0.0938 -2.9311
C 1.2909 -0.4433 -2.4604
C 1.7765 -1.9862 -2.8156
C 3.4340 -1.9792 -2.5919
C 4.0437 -3.4501 -2.2017
C 5.5651 -3.3747 -1.5160
C 5.6525 -2.3429 -0.2426
C 6.1491 -0.8236 -0.6432
C 5.4194 0.3789 0.2018
C 5.1766 0.0620 1.7918
C 4.0419 1.1419 2.3782
C 2.5654 0.5085 1.9731
C 1.9193 -0.4401 3.1661
N 0.4127 -0.6532 2.9547
C -0.5709 0.4938 2.6521
C -2.0883 -0.0976 2.4618
N -1.7881 -1.5817 2.6939
C -0.3615 -1.9801 3.0012
O 0.2700 -3.2725 3.3095
C -0.2219 -4.3583 2.4474
C -1.6094 -5.0864 3.0327
C -1.9667 -6.3501 2.0074
H -3.6399 3.1512 0.9127
H -2.1689 4.0096 0.0678
H -3.9314 4.8657 0.1331
H -4.6865 2.3730 -1.1482
H -4.3370 4.0013 -2.0534
H -2.7347 2.6597 -3.3497
H -1.5613 3.0268 -1.8799
H -2.9294 0.3166 -2.8739
H -3.3211 0.6014 -1.0386
H -1.1566 -0.6901 -0.8756
H -0.4046 1.1243 -1.0104
H -0.7659 -0.9221 -3.5687
H -0.1755 0.9361 -3.5298
H 1.4142 -0.3215 -1.2802
H 2.1117 0.2671 -2.9510
H 1.4689 -2.3506 -3.8842
H 1.2522 -2.7222 -2.0409
H 3.9755 -1.5568 -3.5623
H 3.6122 -1.1458 -1.7579
H 4.2137 -4.0239 -3.2345
H 3.3115 -4.1158 -1.5624
H 6.3912 -3.0413 -2.2853
H 5.8557 -4.4423 -1.1350
H 6.4299 -2.7897 0.5336
H 4.5968 -2.3412 0.3068
H 5.8237 -0.6696 -1.7815
H 7.3377 -0.7284 -0.6599
H 6.1470 1.3237 0.1499
H 4.4362 0.7160 -0.3806
H 4.7435 -0.9992 2.0276
H 6.1665 0.2929 2.4168
H 4.1605 2.1880 1.8240
H 4.1133 1.2930 3.5378
H 2.6701 -0.1843 1.0097
H 1.8817 1.4494 1.7140
H 2.4414 -1.4966 3.0872
H 2.1461 -0.0432 4.2543
H -0.3048 1.6456 2.5810
H -3.0955 0.4556 2.2408
H -2.6020 -2.2324 2.6251
H -0.3131 -4.0804 1.3077
H 0.6047 -5.2181 2.4978
H -1.4785 -5.4638 4.1489
H -2.5406 -4.3776 3.0100
H -1.0631 -6.4563 1.2515
H -2.0644 -7.3398 2.6242
H -2.9305 -6.0515 1.4042
N -1.3509 6.2790 -0.5924
C -1.8600 7.0989 -1.5379
C -1.0886 7.9341 -2.3300
C 0.2893 7.9333 -2.1404
C 0.8432 7.1012 -1.1730
C -0.0098 6.2987 -0.4325
H -2.9402 7.0659 -1.6456
H -1.5509 8.5701 -3.0764
H 0.9263 8.5755 -2.7416
H 1.9132 7.0777 -1.0005
H 0.3746 5.6293 0.3319
N -5.4102 -0.2509 1.2209
C -4.9499 -1.4896 0.9397
C -5.7384 -2.5063 0.4252
C -7.0827 -2.2403 0.1872
C -7.5867 -0.9747 0.4685
C -6.7190 -0.0220 0.9778
H -3.8954 -1.6488 1.1456
H -5.3148 -3.4819 0.2155
H -7.7322 -3.0127 -0.2144
H -8.6298 -0.7359 0.2948
H -7.0637 0.9817 1.2101
*
```

These are the Mulliken partial charges, in e, on atoms 1 to 5: -0.5999 -0.3998 -0.6508 -0.0114 -0.1765

---

Record 5
Entry from OMol25: C34H57N5O4S2SiTl as an isolated structure (ωB97M-V/def2-TZVPD).

Results
**LUMO level**: -0.09866 Eh
**Frontier orbital gap**: 0.255 hartree
**HOMO energy**: -9.6 eV
**Max |F|**: 1.06 eV/Å

```
! wB97M-V def2-TZVPD RIJCOSX def2/J DEFGRID3
* xyz 1 1
Tl -0.3169 0.3440 0.6505
O -3.2077 -3.1106 2.9667
C -2.5327 -2.1218 2.3579
O -1.4852 -2.3015 1.7864
C -3.2277 -0.8039 2.4620
C -4.5555 -0.7070 2.8287
C -5.1124 0.5656 2.9313
C -4.3149 1.6655 2.7054
C -2.9817 1.4709 2.3539
N -2.4616 0.2625 2.2165
C -2.0323 2.6592 2.2091
O -2.4726 3.7455 2.5519
O -0.8525 2.3735 1.8030
H -2.6523 -3.9040 2.9340
H -5.1347 -1.5965 3.0323
H -6.1548 0.6819 3.1989
H -4.6728 2.6810 2.8029
C 0.9132 1.9161 4.4722
C 1.3317 0.4924 4.0698
C 2.4394 0.0138 5.0307
C 0.0951 -0.4005 4.2458
Si 2.0264 0.4125 2.3103
C 2.7634 -1.2679 1.8036
C 4.2149 -1.2988 2.3376
C 2.7964 -1.4944 0.2900
C 1.9865 -2.4451 2.4066
C 2.9756 1.9381 1.7119
C 4.0205 2.2714 2.7975
C 3.7077 1.7066 0.3859
C 2.0592 3.1536 1.5019
H 0.4601 1.8661 5.4687
H 0.1793 2.3367 3.7882
H 1.7592 2.5995 4.5385
H 2.0649 0.1122 6.0548
H 3.3503 0.6129 4.9556
H 2.7061 -1.0327 4.8777
H -0.2400 -0.3219 5.2865
H 0.2872 -1.4500 4.0364
H -0.7186 -0.0635 3.6073
H 4.8439 -0.5412 1.8674
H 4.6532 -2.2771 2.1111
H 4.2700 -1.1569 3.4181
H 3.3779 -0.7536 -0.2502
H 1.7935 -1.5041 -0.1386
H 3.2517 -2.4745 0.0989
H 2.0361 -2.4653 3.4953
H 2.4384 -3.3766 2.0451
H 0.9367 -2.4409 2.1033
H 4.7091 1.4434 2.9879
H 3.5651 2.5583 3.7439
H 4.6152 3.1220 2.4486
H 4.4827 0.9418 0.4550
H 4.2015 2.6439 0.1063
H 3.0255 1.4445 -0.4230
H 1.4987 3.4372 2.3873
H 1.3296 2.9800 0.7133
H 2.6855 4.0034 1.2059
C -0.3021 1.8619 -5.5261
N 0.1566 1.5043 -4.1956
C 1.1712 0.6787 -3.8993
S 1.5894 0.3727 -2.2854
N 1.7950 0.0841 -4.9443
C 3.0400 -0.6615 -4.7982
H -0.9192 2.7516 -5.4394
H -0.8990 1.0675 -5.9803
H 0.5295 2.0985 -6.1922
H -0.3103 1.9227 -3.4007
H 1.6511 0.5052 -5.8467
H 3.8680 -0.0167 -4.5023
H 3.2642 -1.1344 -5.7521
H 2.9234 -1.4238 -4.0329
S -2.4805 0.8245 -0.8289
C -2.0515 2.2656 -1.7686
C -0.9447 3.0688 -1.4788
C -0.6593 4.1926 -2.2435
C -1.4688 4.5432 -3.3152
C -2.5804 3.7611 -3.6051
C -2.8678 2.6358 -2.8442
H -0.3181 2.8376 -0.6296
H 0.2027 4.7992 -1.9934
H -1.2473 5.4230 -3.9051
H -3.2324 4.0308 -4.4271
H -3.7416 2.0349 -3.0689
C -1.5193 -4.7006 -2.4254
C -0.7719 -3.8172 -1.3943
N -1.3967 -2.5023 -1.3219
C -2.8300 -2.6525 -1.0734
C -3.5159 -3.2544 -2.3205
N -2.4225 -3.7862 -3.2118
C -1.6125 -2.6456 -3.7736
C -1.1624 -1.7776 -2.5786
H -2.1525 -5.4502 -1.9541
H -0.8502 -5.1961 -3.1256
H 0.2735 -3.6889 -1.6753
H -0.8001 -4.2865 -0.4116
H -3.2579 -1.6755 -0.8608
H -2.9689 -3.2931 -0.2026
H -4.0603 -2.5014 -2.8879
H -4.1864 -4.0794 -2.0869
H -2.8420 -4.3083 -3.9760
H -2.2387 -2.1015 -4.4798
H -0.7778 -3.0886 -4.3155
H -1.6949 -0.8344 -2.5070
H -0.1049 -1.5332 -2.6582
*
```

These are the Mulliken partial charges, in e, on atoms 1 to 5: 2.6028 -0.5327 -0.1438 -0.1593 0.2576